Computed, not measured: a cluster of 3 separate species, C19H23F16N2O2 in total, with the ωB97M-V functional and the def2-TZVPD basis.

CARTESIAN COORDINATES (ANGSTROEM)
C -0.53000 1.40538 0.70919
F -0.19239 -5.43169 -4.42751
F -1.83726 -2.68885 -2.91535
H 4.35022 3.37361 7.11012
H -4.18899 -6.50530 -5.75580
H 3.37667 3.77094 8.48013
C 1.26976 0.35646 2.20446
H -2.58496 0.57337 -0.93002
F 1.19976 2.44417 7.29487
F -2.77886 -7.48981 -6.74501
C -2.71793 -5.13116 -6.58510
C 2.52303 2.17182 7.37850
F 2.19286 0.07043 6.33161
C 0.45235 1.57528 1.81117
F 2.70284 1.55392 8.57913
N 0.06609 -1.02697 0.48947
F -2.72320 -4.60296 -3.38400
C 1.61534 4.65175 4.61531
F -0.15959 -4.84132 -2.33706
C -1.21927 1.74841 -2.98729
H 3.99170 0.90361 6.38867
C 2.94505 1.19846 6.28221
H 0.93856 2.41427 -2.61463
O 2.68418 4.60785 6.80042
H -2.22193 2.05992 -2.57866
H -3.30301 -3.09535 -6.51443
N -0.36681 3.79240 -1.64077
F 2.76096 1.73529 5.05082
H 0.43189 -3.65125 -3.82881
H 0.23817 3.64539 -0.83395
F -2.46775 -6.66072 -4.76676
C 3.31245 3.49218 7.42616
F -3.39190 -5.03562 -7.76535
C -0.08508 2.85196 -2.75564
H 2.04845 0.39065 3.00015
F -1.40266 -5.12184 -6.90374
F 3.45061 5.97181 5.25356
C -1.74032 -3.76492 -3.74639
H -1.27166 1.61901 -4.11188
H -0.12302 -1.90475 -0.00832
F 3.84056 3.86680 5.01635
H -1.34660 3.68786 -1.36801
C -3.04893 -3.86059 -5.77810
C -0.34776 -4.38224 -3.60150
F 1.00991 3.44532 4.78120
C -1.69095 -0.08603 -1.07642
O -1.97420 -3.27908 -5.03370
C 2.90924 4.74703 5.42559
H 0.25621 0.35278 -2.12875
H 0.54263 2.57592 2.30010
H -2.07741 -1.14091 -1.15391
H 0.90554 5.42599 4.91176
H -1.12037 2.29828 0.38525
H -0.06634 3.46399 -3.71059
C -0.84126 0.30305 -2.41204
H -3.95122 -3.97288 -5.17429
H 1.59444 -1.84153 1.73977
F 1.87014 4.78270 3.28857
C 1.01362 -0.91177 1.50861
C -3.11158 -6.45701 -5.93514
C -0.66365 0.07690 0.11354
H -0.94635 -0.52038 -3.16780

* E_HOMO: -11.9 eV
* total charge: +1

Atomic partial charges in e from the Löwdin method, atoms 1 to 5:
1. C 0.027
2. F 0.114
3. F 0.102
4. H 0.148
5. H 0.176



Computed, not measured: a structure of composition C30H35AsGdN4O5S2, with the ωB97M-V functional and the def2-TZVPD basis.

CARTESIAN COORDINATES (ANGSTROEM)
O 1.29603 2.60101 -0.01471
H 1.83003 -2.30673 5.40169
O 0.81728 2.05556 2.33111
C -1.12270 0.94271 -1.03025
H -2.88855 -3.80356 -0.39379
H -1.79602 -0.61150 -4.50793
S 1.87985 2.83248 1.46907
C 4.01246 2.75224 -1.47480
H 2.94825 2.90678 -1.66133
N 3.09117 -3.20110 -0.12745
H 4.67954 3.17454 -2.20311
H 4.32663 -0.02474 2.72606
C -2.15263 2.60327 -3.46393
H -0.48756 -2.05179 4.04759
C 4.62035 0.17579 -3.26422
O 2.00984 4.17282 1.86689
C -1.94611 2.72342 0.50438
H -3.10990 0.27150 -6.43000
C -3.53379 1.38378 -0.78476
C -4.51436 -3.41767 2.54356
C 2.23529 -1.72258 4.60540
H -1.97188 3.27066 -2.58266
C 1.81468 -3.57412 -0.00766
H 5.84363 1.45569 0.44430
C 0.03022 -1.32833 3.38740
Gd 1.20925 0.47092 0.69496
C -1.69122 1.27641 -3.47799
H 3.84695 -3.87101 0.01715
H 2.02707 -5.60800 0.00603
C 5.74776 0.58269 -0.20435
C -2.79036 0.92316 -5.61259
N -0.63239 -0.62635 2.52423
S 0.59703 -2.42023 -0.40748
H 6.68439 0.39095 -0.72542
As 4.19109 0.81339 -1.43711
C -0.95017 0.68766 -2.35236
H 0.47692 -5.00501 0.37037
H 5.68161 0.28223 -3.47151
H -1.61343 -1.89497 0.48800
C -2.07770 0.41977 -4.54452
C -2.80907 -1.71628 2.27220
H -4.69758 -4.89239 0.97155
H 5.46772 -0.26658 0.41266
O 3.10626 1.97021 1.42069
C -2.19856 1.68704 -0.43919
H -2.34479 0.34197 2.11962
H 4.36961 -1.41357 5.06807
O 2.88989 -0.09809 -0.84297
C -2.96519 3.34141 1.16584
H -0.11770 0.02724 -2.64117
C -3.86834 -2.27705 3.00026
H 4.02695 0.76489 -3.95377
H -3.69707 0.72636 -1.63014
C -4.18191 -3.99755 1.33806
C -2.87129 3.10662 -4.56393
C -4.25986 2.83174 0.97111
C -2.08725 -0.51577 2.73971
H -2.78126 4.13752 1.87036
H -4.26564 -1.73636 3.89569
H -5.58036 1.54218 -0.18580
N 1.48378 -4.82934 0.37351
C 3.48360 -0.59472 3.17342
N 2.24182 -0.64984 2.60918
C -3.09051 2.28422 -5.66318
H -0.89225 3.02006 0.64142
H -3.61861 2.66800 -6.52777
C 3.53517 -1.25095 4.40192
H 4.27756 -0.83723 -3.35238
H 4.23640 3.12484 -0.46091
H -5.06034 3.28447 1.55060
C -2.46410 -2.32833 1.07176
H 3.30096 -2.29754 -0.56063
H -3.25870 4.14865 -4.50368
C 1.43596 -1.27430 3.51097
H -2.37665 -0.33440 3.77609
C -4.54580 1.86139 0.00883
C -3.12746 -3.43124 0.59019
H -5.31397 -3.82902 3.12355

* E_HOMO (spin up / spin down): -3.7 / -3.9 eV
* total charge: -1
* multiplicity: 8
* ΔE to the lowest compared entry with this formula, charge and spin: 23.9 kcal per mole

Atomic partial charges in e from the Löwdin method, atoms 1 to 5:
1. O -0.538
2. H 0.074
3. O -0.471
4. C -0.114
5. H 0.093



Computed, not measured: a cluster of 2 separate species, C10H19ClOSi in total, with the ωB97M-V functional and the def2-TZVPD basis.

CARTESIAN COORDINATES (ANGSTROEM)
H -1.51608 -3.78976 -0.47400
H 2.55290 2.49840 0.01263
Si -0.68071 -2.84467 0.18637
H 0.75593 2.69026 1.37524
H -2.02500 -1.68865 1.93200
O -3.31846 -0.72779 -0.88583
H 0.12926 3.94337 -0.85544
C -0.75631 -0.25255 0.94461
C 0.41178 -2.11425 -1.27705
H 0.88093 -2.68769 2.26974
C 0.60087 3.33955 -1.65313
H 1.19361 1.41007 -2.23399
H -0.08208 -1.97095 -2.20793
H 0.77857 -1.14548 -1.02928
H 1.41702 -3.91515 1.18352
C -0.05831 0.70298 1.19633
H 2.36479 0.74045 -0.24973
H 0.01350 1.40669 -1.04244
H 1.30773 -2.80008 -1.45377
H 0.11135 -4.26394 2.20309
H -1.27157 2.66875 0.93801
Cl -2.14967 3.64079 0.95578
C -1.65064 -1.39074 0.89821
C 0.47084 -3.49461 1.62062
C 1.84554 1.75906 -0.18922
C 1.08573 1.62201 1.24564
C 0.90035 1.90273 -1.38752
H 1.83228 1.33870 1.92588
H -0.10072 3.32146 -2.50957
H 1.52777 3.71275 -2.02597
H -3.60923 -2.21804 0.54878
C -2.96199 -1.39368 0.03842

* E_HOMO: -9.4 eV
* SMILES string: CCCCC#C[C@@H](C=O)[SiH](C)C.Cl
* ΔE to the lowest compared entry with this formula, charge and spin: 67.6 kcal per mole

Atomic partial charges in e from the Löwdin method, atoms 1 to 5:
1. H -0.017
2. H 0.078
3. Si 0.690
4. H 0.100
5. H 0.139



Energy readings, ordered: -2595.34051 -5557.30319 -1217.25030 hartree